Computed, not measured: a structure of composition C29H44N3O5PrS3Si in a non-equilibrium geometry, with ωB97M-V/def2-TZVPD.

Output
Kohn-Sham gap (spin up / spin down)   6.66 / 6.67 eV
F_max   3.94 eV Å⁻¹
ΔE to the lowest compared entry with this formula, charge and spin   4.3 kJ/mol
Spin multiplicity   3
Net charge   0
HOMO (spin up / spin down)   -6.64 / -6.64 eV
Electronic energy   -99948.6439 eV
E_LUMO (spin up / spin down)   0.0182 / 0.0295 eV

Last column: Löwdin spin population.
Atoms and positions in Å:
Pr -15.5364 10.8804 5.8478  2.035
O -13.2007 13.5685 8.3229  -0.001
C -13.5543 12.4195 8.0578  0.000
O -13.6913 12.0166 6.8086  -0.006
C -13.7886 11.3218 9.1662  0.000
C -13.3731 9.8836 8.6955  0.000
C -13.1516 8.9662 9.9019  0.000
C -14.6155 8.6898 10.3175  0.000
C -15.4673 9.5641 9.4047  0.000
O -14.6746 9.3758 8.1361  -0.001
C -15.2839 11.0707 9.7086  0.000
C -16.4263 11.9804 9.0446  0.000
O -17.1087 12.6747 9.7831  0.000
O -16.4497 11.9490 7.7312  -0.008
H -13.1460 11.6876 9.9963  0.000
H -12.6319 9.9064 7.8968  0.000
H -12.6304 8.0862 9.6521  0.000
H -12.5515 9.4663 10.6631  0.000
H -14.8706 7.6411 10.2649  0.000
H -14.8259 8.9706 11.3388  0.000
H -16.5302 9.3056 9.3638  0.000
H -15.3584 11.2447 10.7544  0.000
C -14.5404 14.6094 2.2277  0.000
C -15.6894 14.7009 3.2327  0.000
S -15.3000 13.9643 4.8038  -0.001
C -13.8427 14.9311 5.3545  0.000
C -12.4865 14.4205 4.8214  0.000
S -12.3990 12.7888 4.0964  0.000
C -11.3512 13.0388 2.6189  0.000
C -12.2403 13.3375 1.4478  0.000
S -13.9474 12.8758 1.8986  0.000
H -13.7084 15.2478 2.4847  0.000
H -14.9823 14.8833 1.2047  0.000
H -16.5595 14.2140 2.7558  0.000
H -15.8890 15.7791 3.4206  0.000
H -13.8402 14.6953 6.4320  0.000
H -13.9366 15.9890 5.1797  0.000
H -11.8892 14.2148 5.7339  0.000
H -12.0062 15.1653 4.1354  0.000
H -10.8447 12.0407 2.4964  0.000
H -10.6084 13.8155 2.8248  0.000
H -11.9493 12.6615 0.5972  0.000
H -12.2072 14.4019 1.0961  0.000
C -12.4120 9.1922 5.3360  0.000
Si -13.6735 8.1981 4.3172  -0.001
C -12.8582 7.4250 2.8829  0.000
C -14.4329 6.8362 5.3627  0.000
N -14.9269 9.3444 3.9583  -0.011
C -15.4102 9.2085 2.6875  -0.001
C -16.7009 8.8431 2.3752  -0.001
C -17.2275 9.0399 1.0725  0.000
C -16.4613 9.5083 0.0154  -0.001
C -15.1354 9.8794 0.3234  0.000
C -14.6138 9.6546 1.5861  -0.001
H -11.5073 9.4080 4.7518  0.000
H -12.1797 8.6690 6.2874  0.000
H -12.8046 10.1558 5.7172  0.000
H -12.3389 6.4326 3.1056  0.000
H -12.1220 8.1508 2.4684  0.000
H -13.5811 7.1576 2.0945  0.000
H -13.7882 5.9537 5.4684  0.000
H -15.3779 6.4714 4.9088  0.000
H -14.6633 7.2393 6.3647  0.000
H -17.3760 8.4378 3.1358  0.000
H -18.2745 8.8205 0.9241  0.000
H -16.8097 9.5991 -1.0339  0.000
H -14.5422 10.3540 -0.4614  0.000
H -13.5696 9.9946 1.8125  0.000
N -17.6336 9.5169 6.0772  -0.004
C -18.6522 9.0189 6.4470  0.001
N -19.8080 8.5094 6.7916  0.000
C -20.6607 7.8985 5.7557  0.000
C -22.1282 8.2358 6.0081  0.000
C -22.5524 7.8019 7.4145  0.000
C -21.3584 7.4752 8.2942  0.000
C -20.3850 8.6683 8.1546  0.000
H -20.5673 6.7674 5.7486  0.000
H -20.3718 8.2768 4.7748  0.000
H -22.7361 7.6462 5.3087  0.000
H -22.3256 9.2454 5.7785  0.000
H -23.2544 6.9204 7.4253  0.000
H -23.1290 8.6410 7.9039  0.000
H -20.8157 6.6068 7.9239  0.000
H -21.6563 7.3239 9.3221  0.000
H -19.5926 8.5485 8.9174  0.000
H -20.9087 9.6074 8.3153  0.000